Record 1
{"formula": "C38H64N4P2Sc", "method": "ωB97M-V/def2-TZVPD", "elements": ["Sc", "C", "C", "N", "C", "C", "N", "C", "C", "N", "H", "H", "H", "H", "H", "H", "H", "H", "H", "H", "H", "H", "H", "H", "H", "C", "C", "C", "P", "C", "C", "C", "C", "C", "C", "C", "C", "C", "C", "N", "C", "C", "C", "C", "C", "C", "C", "P", "C", "C", "C", "C", "C", "C", "H", "H", "H", "H", "H", "H", "H", "H", "H", "H", "H", "H", "H", "H", "H", "H", "H", "H", "H", "H", "H", "H", "H", "H", "H", "H", "H", "H", "H", "H", "H", "H", "H", "H", "H", "H", "H", "H", "H", "H", "C", "C", "C", "C", "C", "C", "H", "H", "H", "H", "H", "H", "H", "H", "H"], "positions_angstrom": [[-0.10462, -0.91937, 0.70768], [0.46989, -3.15527, -1.76264], [-0.85361, -3.55006, -1.07749], [-0.80117, -3.28045, 0.36512], [0.01795, -4.24766, 1.11273], [0.85153, -3.62372, 2.21717], [1.47422, -2.33937, 1.85743], [2.73633, -2.40543, 1.10147], [2.48736, -2.90898, -0.30198], [1.28980, -2.27110, -0.90082], [1.05373, -4.03031, -2.04413], [0.23905, -2.62328, -2.68243], [-1.66290, -2.94870, -1.48413], [-1.08741, -4.59313, -1.29489], [-1.73368, -3.25848, 0.75121], [-0.61892, -4.99852, 1.57903], [0.63865, -4.79072, 0.40089], [0.19823, -3.41488, 3.05597], [1.61287, -4.33776, 2.54465], [1.66249, -1.86145, 2.73141], [3.15287, -1.39776, 1.07060], [3.46905, -3.04706, 1.59365], [3.36738, -2.71771, -0.91708], [2.35083, -3.98666, -0.29791], [1.61551, -1.50620, -1.47870], [1.58913, 1.90335, 3.89691], [0.94975, 2.63899, 2.71245], [1.99833, 3.04436, 1.67694], [-0.33275, 1.57505, 1.97988], [-1.76371, 1.59387, 3.15622], [-3.08642, 1.39100, 2.41085], [-1.86668, 2.81042, 4.07465], [-0.95057, 2.45217, 0.52325], [-1.39552, 3.77147, 0.62199], [-1.94745, 4.46423, -0.44652], [-2.41690, 5.89640, -0.30573], [-2.04134, 3.76184, -1.64477], [-1.58848, 2.45492, -1.77586], [-1.02539, 1.77275, -0.69583], [-0.45991, 0.46679, -0.80996], [-0.42893, -0.04817, -2.14810], [-1.59783, -0.59858, -2.66592], [-1.67844, -1.05085, -3.97408], [-0.58273, -0.94675, -4.82285], [-0.64282, -1.41546, -6.26106], [0.58296, -0.39711, -4.29662], [0.71639, 0.04043, -2.97077], [2.32201, 0.69691, -2.29822], [2.50566, 2.36056, -3.11270], [1.85734, 3.46365, -2.26039], [2.01897, 2.47011, -4.55666], [3.71853, -0.39928, -2.97901], [3.38915, -1.68538, -3.75088], [4.82786, 0.36179, -3.71165], [2.26770, 2.56710, 4.43770], [0.85382, 1.52465, 4.61368], [2.17572, 1.04998, 3.53933], [0.43833, 3.53077, 3.07627], [2.50904, 2.16759, 1.26135], [1.56056, 3.60065, 0.84755], [2.75527, 3.67708, 2.14849], [-1.59014, 0.71071, 3.76360], [-3.86727, 1.12394, 3.13190], [-3.39144, 2.30961, 1.90215], [-3.04853, 0.59501, 1.67240], [-2.05673, 3.73621, 3.51961], [-2.72178, 2.66247, 4.74455], [-0.98721, 2.96348, 4.70468], [-1.29981, 4.28713, 1.57606], [-3.12551, 6.00675, 0.51838], [-1.58305, 6.57616, -0.11038], [-2.91352, 6.23928, -1.21484], [-2.46376, 4.25476, -2.51680], [-1.65739, 1.97930, -2.74640], [-2.47675, -0.62283, -2.02569], [-2.61269, -1.46307, -4.34816], [-1.66265, -1.39168, -6.64518], [-0.02477, -0.78972, -6.90698], [-0.27925, -2.44149, -6.35904], [1.42705, -0.29238, -4.96567], [3.58025, 2.52373, -3.09147], [0.77381, 3.49076, -2.40846], [2.03930, 3.32658, -1.19362], [2.25572, 4.44161, -2.55025], [0.93641, 2.33232, -4.61077], [2.24233, 3.46838, -4.94776], [2.48339, 1.74527, -5.22901], [4.16759, -0.72207, -2.04050], [3.28829, -1.49461, -4.82186], [4.21660, -2.39327, -3.63716], [2.47565, -2.18786, -3.43185], [4.48105, 0.77425, -4.66070], [5.24818, 1.17579, -3.11897], [5.64925, -0.32619, -3.93395], [-2.31985, -3.63701, 5.02325], [-2.84908, -2.29983, 4.48467], [-2.77401, -1.23350, 5.58723], [-4.30702, -2.46555, 4.02999], [-2.03540, -1.87189, 3.32342], [-1.40206, -1.49303, 2.34600], [-2.93385, -3.97290, 5.86397], [-1.28956, -3.53816, 5.37582], [-2.35124, -4.40901, 4.24935], [-3.31751, -1.57472, 6.47300], [-3.22424, -0.29450, 5.25298], [-1.73789, -1.03668, 5.87305], [-4.93157, -2.73800, 4.88507], [-4.39547, -3.24996, 3.27462], [-4.68993, -1.53682, 3.60299]], "charge": 1, "homo_lumo_gap_ev": 7.67, "e_homo_ev": -9.73, "energy_ha": -3148.689865}

=====

Record 2
{"formula": "C4H7BrO3", "method": "ωB97M-V/def2-TZVPD", "elements": ["C", "C", "C", "C", "O", "O", "O", "Br", "H", "H", "H", "H", "H", "H", "H"], "positions_angstrom": [[0.62898, 0.22585, -1.15853], [-0.35244, -1.02526, -1.38846], [0.25597, 0.53320, 0.30677], [-0.50699, -0.79076, 0.75034], [1.31751, 0.84719, 1.14880], [-0.71301, 1.47894, 0.32086], [-1.69235, -0.55829, 1.31613], [0.65329, -2.02171, 1.79933], [1.67012, 0.07915, -1.40243], [0.32720, 1.10181, -1.80205], [-1.43931, -0.79744, -1.57193], [0.06035, -1.92222, -1.85216], [1.73651, 0.05228, 1.46003], [-0.31981, 2.30103, 0.77692], [-1.62602, 0.49622, 1.29639]], "homo_lumo_gap_ev": 8.96, "e_homo_ev": -8.45, "energy_ha": -2956.239490, "de_lowest_kj_mol": 304.6}

=====

Record 3
{"formula": "C21H28FIN5O4", "method": "ωB97M-V/def2-TZVPD", "elements": ["N", "C", "N", "C", "C", "C", "C", "I", "C", "C", "N", "C", "C", "F", "H", "H", "H", "H", "H", "H", "H", "H", "H", "H", "H", "H", "H", "H", "H", "H", "H", "H", "C", "C", "C", "C", "C", "C", "N", "O", "O", "H", "H", "H", "H", "H", "C", "C", "C", "C", "C", "C", "N", "O", "O", "H", "H", "H", "H", "H"], "positions_angstrom": [[1.00379, 1.31310, 4.42017], [1.06763, 1.45369, 3.06304], [2.00029, 0.87511, 2.37669], [1.67302, 0.29567, 1.03644], [2.15569, -1.16581, 1.01975], [3.60102, -1.30976, 0.53327], [4.61033, -0.52451, 1.34788], [6.60447, -1.05240, 0.73035], [0.18183, 0.33598, 0.76458], [-0.51234, 1.60556, 1.25924], [0.13406, 2.23437, 2.43701], [0.62977, 3.61015, 2.19484], [1.60411, 3.79681, 1.05168], [0.95258, 4.00871, -0.14951], [1.70710, 1.62059, 5.07140], [0.18452, 0.86467, 4.79690], [2.56986, 0.25908, 2.94732], [2.23980, 0.78840, 0.25511], [1.99989, -1.61903, 2.00065], [1.54244, -1.72637, 0.32360], [3.63326, -0.94762, -0.49358], [3.85926, -2.36007, 0.48966], [4.54124, -0.77580, 2.40092], [4.54781, 0.54133, 1.18609], [0.04219, 0.27564, -0.30746], [-0.27700, -0.53959, 1.21591], [-0.67591, 2.30695, 0.45743], [-1.50787, 1.30197, 1.56778], [1.12261, 3.97532, 3.09199], [-0.22893, 4.25280, 2.04256], [2.18569, 4.69299, 1.26001], [2.31519, 2.98334, 0.93565], [-1.34650, 1.31750, -5.45924], [-1.01938, 2.47219, -4.75814], [-1.48248, 2.65462, -3.46629], [-2.27448, 1.67071, -2.89981], [-2.61631, 0.52175, -3.58450], [-2.14277, 0.34284, -4.87251], [-2.74448, 1.82944, -1.52068], [-2.40952, 2.83241, -0.91443], [-3.41106, 0.93313, -1.03525], [-0.97439, 1.17478, -6.46489], [-0.39794, 3.22811, -5.21738], [-1.22754, 3.54824, -2.91587], [-3.23183, -0.23531, -3.12275], [-2.39073, -0.55728, -5.41674], [-3.16503, -4.17226, 1.45985], [-3.32334, -3.00410, 0.72485], [-2.46274, -2.72174, -0.32328], [-1.45383, -3.62204, -0.62080], [-1.27749, -4.78653, 0.10397], [-2.14181, -5.05931, 1.15201], [-0.55041, -3.33510, -1.74677], [-0.72349, -2.28937, -2.34834], [0.31290, -4.14823, -2.00481], [-3.84332, -4.39341, 2.27324], [-4.12119, -2.31466, 0.96470], [-2.58481, -1.81428, -0.89764], [-0.48335, -5.47597, -0.14171], [-2.02011, -5.96739, 1.72580]], "charge": 1, "homo_lumo_gap_ev": 8.05, "e_homo_ev": -11.89, "energy_ha": -1788.874837}

=====

Record 4
{"formula": "C12H17BrF6N5O5RhS2", "method": "ωB97M-V/def2-TZVPD", "elements": ["Rh", "O", "C", "C", "C", "N", "C", "Br", "C", "H", "H", "H", "H", "N", "C", "C", "N", "H", "H", "H", "H", "H", "H", "H", "H", "C", "C", "C", "N", "H", "H", "H", "H", "H", "F", "C", "F", "F", "S", "O", "O", "N", "S", "O", "O", "C", "F", "F", "F"], "positions_angstrom": [[-0.54989, 0.35859, 0.23168], [2.94506, -2.13122, 4.77313], [2.21719, -1.60450, 3.80664], [2.70795, -0.79128, 2.78366], [1.83395, -0.30388, 1.84877], [0.49906, -0.55522, 1.83361], [0.05425, -1.35400, 2.82310], [-1.75858, -1.87255, 2.90743], [0.85016, -1.88582, 3.80616], [3.88089, -1.89409, 4.71272], [3.75600, -0.53341, 2.71060], [2.21188, 0.32933, 1.06760], [0.43044, -2.52327, 4.57035], [-0.65356, 2.13935, 1.23755], [-2.09536, 2.50547, 1.35000], [-2.85912, 1.25753, 1.74684], [-2.48360, 0.15084, 0.81430], [-0.24504, 2.02708, 2.16422], [-0.11675, 2.87764, 0.77357], [-2.41699, 2.87215, 0.37737], [-2.23251, 3.30039, 2.08209], [-3.93455, 1.42532, 1.71068], [-2.59638, 0.93657, 2.75775], [-3.00623, 0.22600, -0.05906], [-2.70043, -0.75018, 1.23323], [0.59351, -4.59830, -1.61716], [-0.31406, -3.53166, -2.24066], [-0.45180, -2.35682, -1.39162], [-0.55469, -1.42403, -0.73864], [0.65965, -5.44093, -2.30098], [0.18911, -4.95651, -0.67232], [1.59785, -4.21243, -1.45343], [-1.32013, -3.91377, -2.42552], [0.07605, -3.17296, -3.19616], [-1.58411, 2.49679, -4.89716], [-2.05316, 2.35233, -3.68215], [-2.23807, 3.52208, -3.10114], [-3.17836, 1.65827, -3.68863], [-0.82688, 1.37077, -2.69491], [-0.61577, 0.11320, -3.32163], [-1.51245, 1.28890, -1.34733], [0.38428, 2.34876, -2.63303], [1.41104, 2.20075, -1.47308], [1.25141, 0.88122, -0.78212], [1.46735, 3.32378, -0.59378], [3.04594, 1.99968, -2.32077], [3.30903, 3.09517, -2.98957], [2.97382, 0.95764, -3.12464], [3.95260, 1.79121, -1.37755]], "charge": 2, "homo_lumo_gap_ev": 9.11, "e_homo_ev": -16.23, "energy_ha": -5197.072569, "de_lowest_kj_mol": 0.0}

=====

What are the M values for these records? In order: 683.86, 183.00, 560.39, 672.23 g/mol.